Density functional theory data (ωB97M-V/def2-TZVPD) for 8 unconnected molecules or ions with the total composition C27H35BF8N4O27P.

```
103
Properties=species:S:1:pos:R:3
N 2.80 0.26 -1.10
P 3.57 -1.04 -1.45
O 4.14 -1.67 -0.09
O 4.89 -0.68 -2.36
N 2.67 -2.24 -2.24
C 2.11 -3.26 -1.34
C 0.71 -2.95 -0.79
N -0.24 -2.45 -1.83
C 0.38 -1.22 -2.45
C -0.59 -0.51 -3.39
O -1.10 -1.01 -4.30
N -0.80 0.86 -3.09
C -1.44 0.96 -1.82
O -2.51 0.65 -1.57
F -0.64 1.43 -0.88
C 1.66 -1.72 -3.17
B 2.21 -0.66 -4.29
O 2.56 -1.17 -5.51
O 2.34 0.70 -4.10
H 3.26 1.06 -1.53
H 4.64 -0.92 0.32
H 4.91 -1.35 -3.07
H 2.75 -3.52 -0.49
H 2.02 -4.19 -1.94
H 0.72 -2.27 0.07
H 0.29 -3.89 -0.43
H -1.17 -2.26 -1.44
H -0.39 -3.13 -2.58
H 0.60 -0.54 -1.61
H -1.35 1.31 -3.82
H 1.33 -2.59 -3.77
H 2.85 -2.09 -5.41
H 1.51 1.16 -4.30
C -2.89 1.94 1.31
C -2.98 3.18 2.14
O -3.80 2.79 3.23
C -3.60 1.45 3.39
O -3.92 0.83 4.35
O -2.98 0.91 2.30
F -3.59 4.19 1.47
H -3.73 1.84 0.62
H -1.97 1.87 0.76
H -2.01 3.52 2.52
C -6.40 4.85 3.90
C -6.29 5.24 2.45
O -7.20 6.32 2.34
C -7.23 6.92 3.57
O -7.67 7.99 3.77
O -6.69 6.11 4.52
F -6.71 4.23 1.63
H -7.23 4.16 4.08
H -5.49 4.42 4.29
H -5.30 5.56 2.14
C -4.30 -4.63 -1.37
C -4.33 -4.96 0.09
O -3.11 -5.68 0.27
C -2.24 -5.21 -0.65
O -1.07 -5.38 -0.63
O -2.88 -4.49 -1.62
F -5.36 -5.77 0.40
H -4.69 -5.43 -1.99
H -4.82 -3.71 -1.61
H -4.34 -4.09 0.76
C 1.45 4.73 1.41
C 2.60 3.84 1.80
O 2.20 3.37 3.08
C 0.84 3.35 3.07
O 0.17 2.76 3.86
O 0.34 4.08 2.04
F 3.74 4.55 1.93
H 1.54 5.74 1.80
H 1.31 4.78 0.33
H 2.77 3.00 1.13
C 5.64 0.89 4.27
C 6.43 -0.34 3.91
O 5.92 -0.67 2.63
C 5.53 0.50 2.06
O 5.30 0.64 0.90
O 5.43 1.48 2.98
F 6.17 -1.36 4.76
H 4.68 0.65 4.72
H 6.19 1.56 4.92
H 7.51 -0.19 3.85
C 3.04 6.23 -3.41
C 1.86 6.78 -2.66
O 1.19 5.60 -2.22
C 2.16 4.65 -2.08
O 2.01 3.63 -1.49
O 3.31 5.02 -2.70
F 1.03 7.47 -3.47
H 2.80 6.00 -4.45
H 3.90 6.90 -3.39
H 2.11 7.40 -1.79
C -1.39 -9.91 0.57
C -0.41 -8.77 0.56
O 0.04 -8.73 -0.78
C -0.99 -9.22 -1.54
O -1.08 -9.09 -2.71
O -1.91 -9.86 -0.76
F 0.65 -9.01 1.37
H -0.90 -10.87 0.73
H -2.18 -9.79 1.30
H -0.85 -7.80 0.82
```

Summary:
- total charge = +1
- LUMO level (eV) = -2.9434
- highest occupied orbital energy (eV) = -11.3449
- 2S+1 = 1
- calculated total energy (eV) = -121513.29203
- HOMO-LUMO gap (eV) = 8.401



Density functional theory data (ωB97M-V/def2-TZVPD) for 3 unconnected molecules or ions with the total composition C27H35BrClN2O3.

```
69
Properties=species:S:1:pos:R:3
C 1.51 -0.04 3.87
C 0.54 1.10 4.00
O 0.89 2.23 4.21
N -0.86 0.73 3.86
C -1.54 1.13 5.11
C -1.44 1.44 2.71
C -1.62 0.54 1.48
C -3.05 0.46 0.89
C -3.18 0.94 -0.56
C -2.54 2.29 -0.83
C -2.50 3.28 0.17
C -1.91 4.50 -0.04
C -1.32 4.77 -1.26
O -0.74 5.90 -1.58
C 0.28 6.43 -0.68
C 1.24 5.41 -0.09
C 1.97 4.59 -1.15
O 2.09 6.21 0.71
N -1.40 3.83 -2.24
Cl -0.74 4.24 -3.74
C -2.01 2.61 -2.05
Br -2.10 1.45 -3.48
H 2.47 0.35 3.54
H 1.14 -0.79 3.17
H 1.64 -0.50 4.85
H -2.54 0.70 5.12
H -1.61 2.22 5.21
H -0.98 0.76 5.97
H -0.80 2.29 2.45
H -2.41 1.85 3.02
H -1.27 -0.46 1.73
H -0.95 0.89 0.69
H -3.76 0.99 1.53
H -3.37 -0.58 0.88
H -4.24 1.03 -0.81
H -2.72 0.20 -1.21
H -2.94 3.07 1.13
H -1.86 5.27 0.72
H -0.19 7.02 0.10
H 0.86 7.12 -1.30
H 0.73 4.73 0.59
H 1.49 3.63 -1.32
H 2.04 5.12 -2.10
H 2.98 4.38 -0.81
H 3.00 6.14 0.40
C -1.05 -4.57 -1.39
C -1.01 -3.54 -2.32
C -0.69 -2.25 -1.92
C -0.41 -1.99 -0.59
C -0.44 -3.01 0.35
C -0.77 -4.30 -0.05
H -1.29 -5.57 -1.70
H -1.22 -3.75 -3.36
H -0.66 -1.45 -2.65
H -0.15 -0.98 -0.28
H -0.22 -2.81 1.38
H -0.80 -5.10 0.67
C 4.33 -7.48 -3.18
C 2.98 -7.78 -3.32
C 2.02 -6.98 -2.72
C 2.41 -5.87 -1.98
C 3.76 -5.56 -1.85
C 4.72 -6.37 -2.44
H 5.08 -8.10 -3.65
H 2.68 -8.65 -3.90
H 0.97 -7.23 -2.82
H 1.66 -5.25 -1.51
H 4.06 -4.70 -1.27
H 5.77 -6.13 -2.33
```

Summary:
- total charge = +1
- LUMO level (eV) = -4.2056
- highest occupied orbital energy (eV) = -10.6667
- 2S+1 = 1
- calculated total energy (eV) = -120245.76288
- HOMO-LUMO gap (eV) = 6.461